A | {
  "formula": "H58O29",
  "method": "ωB97M-V/def2-TZVPD",
  "symbols": ["O", "H", "H", "O", "H", "H", "O", "H", "H", "O", "H", "H", "O", "H", "H", "O", "H", "H", "O", "H", "H", "O", "H", "H", "O", "H", "H", "O", "H", "H", "O", "H", "H", "O", "H", "H", "O", "H", "H", "O", "H", "H", "O", "H", "H", "O", "H", "H", "O", "H", "H", "O", "H", "H", "O", "H", "H", "O", "H", "H", "O", "H", "H", "O", "H", "H", "O", "H", "H", "O", "H", "H", "O", "H", "H", "O", "H", "H", "O", "H", "H", "O", "H", "H", "O", "H", "H"],
  "xyz": [[-0.341, -2.132, -0.586], [0.417, -2.331, 0.000], [-0.472, -2.990, -1.006], [-1.234, 5.721, -0.826], [-0.489, 5.523, -0.161], [-0.992, 5.105, -1.540], [2.641, -0.504, -0.327], [2.953, -0.908, -1.166], [1.677, -0.479, -0.581], [1.114, 2.740, 2.898], [1.058, 1.765, 2.825], [2.004, 2.943, 3.170], [5.095, -1.408, 2.873], [5.373, -2.334, 2.815], [4.681, -1.208, 2.042], [-0.588, -5.424, 0.110], [-0.088, -5.254, 0.909], [-0.210, -6.278, -0.187], [4.042, -0.209, -4.490], [4.775, -0.859, -4.507], [4.366, 0.462, -3.898], [0.543, 0.045, 2.315], [-0.209, -0.119, 2.862], [1.141, -0.733, 2.415], [-4.698, 0.093, 0.983], [-3.844, -0.270, 1.303], [-4.782, 0.950, 1.414], [3.030, -3.936, -2.033], [2.569, -4.758, -2.226], [2.583, -3.182, -2.477], [-0.299, 1.762, 5.536], [0.064, 2.338, 4.854], [-0.378, 2.284, 6.326], [-2.403, -0.067, -3.744], [-3.160, 0.261, -3.222], [-2.816, -0.320, -4.575], [-1.012, 0.447, -0.687], [-1.112, 0.911, 0.154], [-0.966, -0.484, -0.459], [-0.061, 0.998, -4.799], [-0.931, 0.954, -4.445], [0.473, 1.574, -4.257], [2.962, -2.986, 0.674], [2.964, -3.766, 0.109], [3.186, -2.228, 0.109], [0.483, 3.801, 0.134], [0.105, 3.562, 1.005], [1.431, 3.530, 0.173], [3.069, 2.247, -0.768], [2.938, 1.400, -0.278], [2.352, 2.238, -1.405], [-5.241, 2.811, 1.454], [-6.066, 3.299, 1.467], [-4.581, 3.432, 1.110], [-3.690, 1.276, -1.428], [-4.009, 0.795, -0.600], [-2.717, 1.176, -1.336], [-2.483, -0.999, 3.032], [-2.906, -0.730, 3.867], [-1.874, -1.744, 3.322], [-1.777, 1.680, 1.733], [-2.190, 0.876, 2.060], [-2.470, 2.263, 1.389], [0.092, -1.593, -6.115], [0.355, -0.697, -5.789], [0.373, -1.739, -7.013], [2.049, -1.505, -2.890], [1.131, -1.516, -3.277], [2.722, -1.252, -3.510], [2.190, -2.205, 3.055], [2.875, -1.890, 3.650], [2.679, -2.565, 2.295], [-0.790, -1.031, 5.545], [-0.051, -1.147, 6.144], [-0.857, -0.072, 5.572], [0.510, 2.086, -2.432], [0.019, 1.428, -1.912], [0.559, 2.883, -1.889], [-3.573, 4.234, -0.181], [-3.619, 3.515, -0.857], [-2.991, 4.940, -0.490], [-0.423, -2.067, -3.503], [-0.627, -2.152, -4.481], [-0.940, -1.256, -3.299], [-0.510, -3.302, 3.951], [-0.498, -2.548, 4.538], [0.325, -3.174, 3.459]],
  "mulliken_charge": [-0.6352, 0.1706, 0.2328, -0.7085, 0.3673, 0.3225, -0.5561, 0.3798, 0.1744, -0.6387, 0.3707, 0.3203, -0.6597, 0.3332, 0.2981, -0.5841, 0.2931, 0.3034, -0.6810, 0.3134, 0.3282, -0.2584, 0.2021, 0.1393, -0.6740, 0.3204, 0.3684, -0.6658, 0.3114, 0.4273, -0.5988, 0.3147, 0.2481, -0.5673, 0.2504, 0.2670, 0.4646, 0.2603, 0.0088, -0.6001, 0.2843, 0.3255, -0.5517, 0.2840, 0.2093, -0.5720, 0.2469, 0.3179, -0.7710, 0.3877, 0.3481, -0.6198, 0.2566, 0.3449, -0.8595, 0.4700, 0.3253, -0.6038, 0.3190, 0.1925, -0.3992, 0.1336, 0.1684, -0.6616, 0.3515, 0.2716, -0.5912, 0.2836, 0.3231, -0.4819, 0.2880, 0.2508, -0.5842, 0.2695, 0.3061, -0.6262, 0.2582, 0.1723, -0.7034, 0.3434, 0.3485, -0.5926, 0.3053, 0.2560, -0.6856, 0.3291, 0.3697],
  "lumo_energy_ha": -0.001,
  "total_charge": 0
}

B | {
  "formula": "H58O29",
  "method": "ωB97M-V/def2-TZVPD",
  "symbols": ["O", "H", "H", "O", "H", "H", "O", "H", "H", "O", "H", "H", "O", "H", "H", "O", "H", "H", "O", "H", "H", "O", "H", "H", "O", "H", "H", "O", "H", "H", "O", "H", "H", "O", "H", "H", "O", "H", "H", "O", "H", "H", "O", "H", "H", "O", "H", "H", "O", "H", "H", "O", "H", "H", "O", "H", "H", "O", "H", "H", "O", "H", "H", "O", "H", "H", "O", "H", "H", "O", "H", "H", "O", "H", "H", "O", "H", "H", "O", "H", "H", "O", "H", "H", "O", "H", "H"],
  "xyz": [[-13.057, -18.321, 5.989], [-13.650, -19.047, 6.144], [-12.616, -18.205, 6.857], [-11.003, -10.797, 8.689], [-11.286, -10.145, 9.351], [-11.810, -11.112, 8.203], [-9.314, -14.319, 9.709], [-9.037, -13.720, 8.975], [-9.025, -15.195, 9.458], [-13.663, -15.539, 2.548], [-13.585, -16.515, 2.445], [-14.386, -15.267, 3.111], [-5.570, -18.152, 1.275], [-5.896, -17.994, 2.138], [-4.863, -17.636, 0.950], [-9.103, -12.429, 4.895], [-8.487, -11.796, 4.555], [-8.953, -12.360, 5.845], [-6.745, -14.752, 7.582], [-6.851, -14.866, 6.615], [-7.474, -15.164, 7.999], [-9.954, -15.142, 5.943], [-10.523, -15.016, 6.679], [-10.559, -14.803, 5.290], [-7.342, -14.650, 4.807], [-8.191, -14.178, 4.741], [-6.723, -14.198, 4.168], [-7.923, -19.632, 0.902], [-8.013, -20.084, 1.739], [-7.093, -19.106, 0.973], [-11.927, -12.202, 4.130], [-11.867, -12.864, 3.459], [-11.020, -11.983, 4.426], [-9.837, -17.443, 1.027], [-9.582, -18.399, 1.076], [-9.338, -17.179, 0.220], [-11.635, -14.412, 8.313], [-11.845, -13.519, 7.896], [-11.248, -14.225, 9.162], [-7.329, -15.048, 0.505], [-7.005, -15.675, 1.069], [-7.246, -15.241, -0.403], [-8.932, -20.012, 4.256], [-8.890, -20.968, 4.460], [-9.899, -19.655, 4.213], [-7.779, -9.978, 4.055], [-8.139, -10.370, 3.237], [-8.539, -9.468, 4.273], [-5.489, -12.171, 7.861], [-5.359, -13.151, 7.938], [-4.781, -11.759, 8.356], [-11.274, -18.553, 3.680], [-12.122, -18.264, 4.138], [-10.780, -17.822, 3.380], [-8.751, -16.938, 7.743], [-9.311, -16.502, 7.123], [-8.292, -17.598, 7.126], [-5.386, -11.447, 4.695], [-4.891, -11.421, 5.505], [-5.937, -10.686, 4.761], [-11.622, -17.555, 8.402], [-10.694, -17.754, 8.209], [-11.612, -16.628, 8.770], [-6.245, -12.613, 2.265], [-5.735, -13.070, 1.570], [-5.756, -12.002, 2.855], [-13.031, -18.090, 1.330], [-13.389, -18.732, 0.707], [-12.093, -18.302, 1.489], [-11.225, -14.595, 1.968], [-10.680, -15.221, 1.239], [-12.166, -14.840, 2.025], [-7.414, -18.384, 5.683], [-7.268, -17.663, 5.031], [-8.001, -19.038, 5.259], [-9.143, -11.989, 2.055], [-9.792, -12.750, 2.061], [-8.329, -12.274, 1.733], [-12.847, -12.080, 6.824], [-13.706, -12.495, 6.956], [-12.618, -12.079, 5.842], [-7.292, -16.824, 2.935], [-7.491, -16.198, 3.712], [-8.089, -17.112, 2.397], [-8.821, -12.141, 7.651], [-9.276, -11.615, 8.317], [-7.875, -11.903, 7.641]],
  "mulliken_charge": [-0.6171, 0.2957, 0.3802, -0.6050, 0.2668, 0.3322, -0.7278, 0.4228, 0.3514, -0.6323, 0.3293, 0.2747, -0.7115, 0.2854, 0.2928, -0.0880, 0.1898, 0.2290, -0.6117, 0.3566, 0.1800, -0.0034, 0.0770, 0.0971, -0.5775, 0.2091, 0.2405, -0.7131, 0.3233, 0.3876, -0.7269, 0.2615, 0.3479, -0.4241, 0.2720, 0.1952, -0.6059, 0.2263, 0.3662, -0.5539, 0.3353, 0.2486, -0.6867, 0.2915, 0.4095, -0.6652, 0.2875, 0.2799, -0.6101, 0.3137, 0.2663, -0.6137, 0.2912, 0.2466, -0.6657, 0.2366, 0.4707, -0.6234, 0.2656, 0.2506, -0.7239, 0.3842, 0.2906, -0.5032, 0.2484, 0.3091, -0.6445, 0.2625, 0.3480, -0.5355, 0.2094, 0.3772, -0.7604, 0.3443, 0.4364, -0.6238, 0.2521, 0.2924, -0.6572, 0.2740, 0.3820, -0.3588, 0.2093, 0.3192, -0.5151, 0.2339, 0.2287],
  "lumo_energy_ha": 0.001,
  "total_charge": 0
}

C | {
  "formula": "H58O29",
  "method": "ωB97M-V/def2-TZVPD",
  "symbols": ["O", "H", "H", "O", "H", "H", "O", "H", "H", "O", "H", "H", "O", "H", "H", "O", "H", "H", "O", "H", "H", "O", "H", "H", "O", "H", "H", "O", "H", "H", "O", "H", "H", "O", "H", "H", "O", "H", "H", "O", "H", "H", "O", "H", "H", "O", "H", "H", "O", "H", "H", "O", "H", "H", "O", "H", "H", "O", "H", "H", "O", "H", "H", "O", "H", "H", "O", "H", "H", "O", "H", "H", "O", "H", "H", "O", "H", "H", "O", "H", "H", "O", "H", "H", "O", "H", "H"],
  "xyz": [[-7.161, -14.646, 5.954], [-6.741, -13.873, 5.579], [-7.548, -15.117, 5.206], [-13.072, -9.447, 6.005], [-12.585, -9.849, 6.744], [-12.644, -9.802, 5.235], [-9.908, -10.844, 3.115], [-10.566, -11.200, 2.497], [-9.259, -10.369, 2.611], [-14.421, -7.058, 6.124], [-13.829, -7.825, 6.153], [-14.056, -6.430, 5.478], [-15.385, -11.441, 12.020], [-16.067, -10.951, 12.481], [-15.675, -12.354, 12.070], [-12.886, -11.983, 2.342], [-13.268, -12.855, 2.582], [-13.223, -11.276, 2.881], [-9.616, -10.625, 9.750], [-9.085, -11.317, 9.309], [-9.975, -11.049, 10.534], [-6.362, -10.428, 7.762], [-7.245, -10.577, 8.113], [-5.944, -11.284, 7.765], [-10.938, -14.890, 1.524], [-11.824, -14.644, 1.789], [-10.953, -14.954, 0.560], [-12.258, -10.574, 8.519], [-12.754, -9.858, 8.980], [-11.438, -10.483, 9.065], [-13.607, -16.340, 8.164], [-14.339, -16.953, 8.058], [-13.593, -15.877, 7.289], [-10.049, -8.050, 7.889], [-10.779, -8.546, 7.535], [-9.938, -8.467, 8.758], [-13.469, -7.130, 9.102], [-13.917, -7.042, 8.260], [-12.624, -6.613, 9.063], [-9.953, -13.257, 10.470], [-10.436, -13.318, 9.613], [-10.681, -13.365, 11.095], [-9.645, -16.609, 10.263], [-9.076, -16.871, 9.540], [-9.580, -15.627, 10.274], [-8.874, -8.862, 5.397], [-9.160, -7.955, 5.152], [-9.255, -8.884, 6.306], [-12.655, -14.511, 6.049], [-12.393, -13.787, 6.634], [-11.819, -14.860, 5.681], [-11.266, -13.061, 7.943], [-11.899, -12.331, 8.053], [-10.477, -12.601, 7.561], [-8.615, -12.289, 7.289], [-8.101, -12.960, 7.760], [-8.103, -12.061, 6.465], [-11.552, -10.782, 11.647], [-11.824, -11.698, 11.684], [-12.360, -10.288, 11.864], [-7.150, -11.658, 5.193], [-6.617, -11.017, 5.676], [-7.816, -11.194, 4.657], [-7.138, -12.627, 10.704], [-8.005, -13.036, 10.799], [-7.263, -11.697, 10.949], [-12.350, -13.730, 12.086], [-12.224, -14.014, 12.996], [-12.552, -14.531, 11.588], [-14.086, -14.569, 3.688], [-14.747, -15.249, 3.708], [-13.835, -14.468, 4.638], [-10.217, -14.491, 4.657], [-10.086, -14.405, 3.727], [-9.408, -14.245, 5.160], [-8.597, -17.453, 7.632], [-7.746, -17.679, 7.223], [-8.576, -16.476, 7.670], [-12.660, -9.157, 3.217], [-13.230, -8.483, 3.564], [-11.749, -8.997, 3.552], [-5.513, -13.285, 8.094], [-5.577, -13.827, 8.859], [-5.002, -13.824, 7.492], [-12.434, -16.061, 10.505], [-12.738, -16.054, 9.580], [-11.527, -16.352, 10.521]],
  "mulliken_charge": [-0.5532, 0.2277, 0.2683, -0.6509, 0.2396, 0.4347, -0.5204, 0.2571, 0.2785, -0.6309, 0.4584, 0.3079, -0.5815, 0.2923, 0.3058, -0.5858, 0.3085, 0.2458, -0.5131, 0.1678, 0.2523, -0.7381, 0.2888, 0.3352, -0.6243, 0.3145, 0.2908, -0.8236, 0.3760, 0.2750, -0.6462, 0.2696, 0.3382, -0.7129, 0.3157, 0.3375, -0.6445, 0.3329, 0.3148, -0.4751, 0.4314, 0.2724, -0.7254, 0.3145, 0.3386, -0.5683, 0.2831, 0.3703, -0.5320, 0.4370, 0.3097, -0.8310, 0.4622, 0.2630, -0.0481, 0.2586, 0.0006, -0.6416, 0.2871, 0.2893, -0.7060, 0.3328, 0.2341, -0.6127, 0.2916, 0.2986, -0.6382, 0.2790, 0.3368, -0.6072, 0.2645, 0.3952, -0.4764, 0.2721, 0.2308, -0.6723, 0.3264, 0.3291, -0.5891, 0.2573, 0.3039, -0.5372, 0.2584, 0.2442, -0.7548, 0.4081, 0.4266],
  "lumo_energy_ha": -0.002,
  "total_charge": 0
}

Short version: A is the most stable of them.